Below is one molecule with the formula C2H5N3OS in a non-equilibrium geometry, with properties calculated with ωB97M-V with the def2-TZVPD basis set.

Each line ends with the Löwdin charge.
Cartesian coordinates (Å):
1 H -2.80 0.39 0.57  0.10
2 N -1.84 0.05 0.27  0.05
3 C -1.03 0.61 -0.45  -0.88
4 N -1.31 1.84 -1.09  -0.03
5 S 0.69 0.05 -0.48  0.98
6 C 0.78 -0.93 0.96  -0.48
7 N 1.80 -1.68 1.08  -0.10
8 O 2.81 -1.27 0.07  -0.26
9 H -2.26 1.52 -1.63  0.15
10 H -0.36 2.46 -1.62  0.20
11 H -0.05 -1.40 1.45  0.08
12 H 3.57 -1.63 0.87  0.21

The calculation puts the HOMO energy at -9.2 eV. The value obtained for the energy above the lowest of the compared OMol25 structures with the same formula, charge and spin is 548.7 kJ/mol. The calculation puts the frontier orbital gap at 9.66 eV. Its SMILES is [H]/N=C(\N)S/C=N\O. The largest force on an atom is 6.91 eV/Å. The calculation puts the LUMO energy at 0.48 eV.